Below is one molecule with the formula C4HNO2, with properties calculated with ωB97M-V with the def2-TZVPD basis set.

```
8
Properties=species:S:1:pos:R:3:mulliken_charge:R:1
H 1.2798 1.6993 1.1023 0.391
O -0.5434 0.2165 -1.4239 0.042
C -0.4380 -0.6144 -2.2949 0.147
C 0.1694 1.0570 -0.6265 -0.279
C -0.3380 -1.1018 0.7065 0.586
C 0.6434 0.9804 0.6195 -0.152
N 0.1368 -0.1276 1.3380 -0.367
O -0.9099 -2.1094 0.5789 -0.369
```

- Kohn-Sham gap (spin up / spin down) (eV) = 7.149 / 7.255
- max |F| (eV/A) = 5.38
- E_LUMO (spin up / spin down) (eV) = -1.2 / -1.1